Entry 1:
{
  "formula": "C30H68N8O17",
  "method": "ωB97M-V/def2-TZVPD",
  "smiles": "COC(=O)OC.COC(=O)OC.COC(=O)OC.CNC(C)=O.CNC(C)=O.CNC(C)=O.CNC(C)=O.CNC(C)=O.CC(N)=O.CC(N)=O.CC(N)=O",
  "e_lumo_ev": 0.218,
  "energy_ha": -2901.1191,
  "orbital_gap_ev": 8.7,
  "elements": ["C", "O", "C", "O", "O", "C", "H", "H", "H", "H", "H", "H", "C", "O", "C", "O", "O", "C", "H", "H", "H", "H", "H", "H", "C", "O", "C", "O", "O", "C", "H", "H", "H", "H", "H", "H", "C", "N", "C", "C", "O", "H", "H", "H", "H", "H", "H", "H", "C", "N", "C", "C", "O", "H", "H", "H", "H", "H", "H", "H", "C", "N", "C", "C", "O", "H", "H", "H", "H", "H", "H", "H", "C", "N", "C", "C", "O", "H", "H", "H", "H", "H", "H", "H", "C", "N", "C", "C", "O", "H", "H", "H", "H", "H", "H", "H", "C", "C", "N", "O", "H", "H", "H", "H", "H", "C", "C", "N", "O", "H", "H", "H", "H", "H", "C", "C", "N", "O", "H", "H", "H", "H", "H"],
  "coordinates": [[5.772, -1.189, -2.761], [4.519, -0.793, -3.281], [3.818, -1.585, -4.107], [4.067, -2.747, -4.387], [2.826, -0.881, -4.593], [1.790, -1.603, -5.338], [5.853, -0.824, -1.737], [6.417, -0.580, -3.395], [5.971, -2.249, -2.920], [1.182, -2.200, -4.658], [2.333, -2.146, -6.112], [1.121, -0.976, -5.928], [-1.446, 6.936, 4.699], [-1.236, 5.553, 4.603], [-1.079, 5.038, 3.397], [-1.052, 5.618, 2.311], [-0.886, 3.719, 3.523], [-0.522, 2.849, 2.425], [-0.486, 7.394, 4.460], [-1.798, 7.265, 5.676], [-2.254, 7.280, 4.053], [0.263, 3.405, 1.913], [-1.269, 2.667, 1.653], [-0.165, 1.893, 2.806], [2.522, 1.962, -1.757], [1.748, 1.525, -0.625], [0.563, 0.885, -0.850], [0.019, 0.755, -1.896], [0.046, 0.536, 0.304], [-1.159, -0.173, 0.423], [2.865, 1.073, -2.287], [3.369, 2.521, -1.360], [2.001, 2.571, -2.495], [-1.529, -0.114, 1.446], [-1.142, -1.253, 0.276], [-1.893, 0.204, -0.289], [-4.219, 2.771, 2.478], [-4.086, 1.906, 1.256], [-4.855, 0.848, 0.920], [-4.758, 0.353, -0.469], [-5.612, 0.347, 1.723], [-4.216, 3.772, 2.048], [-3.345, 2.544, 3.088], [-5.080, 2.653, 3.136], [-3.503, 2.264, 0.513], [-4.404, -0.677, -0.512], [-3.993, 0.915, -1.005], [-5.632, 0.481, -1.108], [-6.544, -5.333, -0.858], [-5.209, -5.056, -0.435], [-4.528, -3.946, -0.791], [-3.136, -3.678, -0.154], [-5.016, -3.100, -1.500], [-7.011, -4.448, -1.289], [-7.089, -5.714, 0.006], [-6.602, -6.090, -1.640], [-4.806, -5.758, 0.169], [-2.591, -4.608, 0.009], [-3.418, -3.256, 0.810], [-2.417, -3.073, -0.707], [3.024, -5.688, -2.091], [2.569, -4.410, -1.624], [1.334, -4.062, -1.257], [1.183, -2.572, -1.121], [0.460, -4.888, -1.185], [2.868, -6.473, -1.351], [4.096, -5.744, -2.282], [2.450, -6.013, -2.958], [3.259, -3.674, -1.661], [1.999, -1.995, -0.687], [0.337, -2.464, -0.443], [0.817, -2.109, -2.038], [-6.489, 0.092, 5.472], [-5.426, -0.217, 4.476], [-4.448, -1.088, 4.620], [-3.428, -1.112, 3.470], [-4.365, -1.821, 5.609], [-6.418, 1.149, 5.731], [-6.321, -0.477, 6.386], [-7.495, -0.080, 5.090], [-5.450, 0.306, 3.612], [-3.470, -0.139, 2.980], [-3.633, -1.877, 2.722], [-2.439, -1.119, 3.928], [8.684, 3.534, -6.378], [7.620, 4.018, -5.566], [6.678, 3.333, -4.960], [5.592, 3.998, -4.073], [6.518, 2.129, -5.222], [8.443, 2.745, -7.090], [9.370, 3.007, -5.714], [9.288, 4.331, -6.811], [7.681, 4.983, -5.272], [6.029, 4.329, -3.131], [4.893, 3.228, -3.746], [4.944, 4.786, -4.458], [4.211, -1.055, 3.587], [3.103, -1.204, 2.611], [2.130, -0.268, 2.511], [2.991, -2.210, 1.935], [4.571, -0.028, 3.521], [5.017, -1.658, 3.170], [3.977, -1.372, 4.603], [2.295, 0.605, 2.993], [1.378, -0.444, 1.860], [-0.770, 4.033, -2.554], [-1.180, 4.387, -1.198], [-0.960, 5.624, -0.845], [-1.817, 3.575, -0.498], [0.067, 3.338, -2.482], [-0.528, 4.942, -3.103], [-1.635, 3.677, -3.113], [-1.132, 5.827, 0.130], [-0.045, 5.890, -1.181], [-1.173, -4.727, 3.029], [-0.135, -3.657, 2.738], [1.118, -3.944, 2.876], [-0.445, -2.518, 2.460], [-1.112, -5.421, 2.191], [-2.209, -4.406, 3.140], [-0.780, -5.253, 3.899], [1.841, -3.280, 2.641], [1.384, -4.854, 3.223]]
}

***

Entry 2:
{
  "formula": "C4H5NO",
  "method": "ωB97M-V/def2-TZVPD",
  "smiles": "C#CC(=O)NC",
  "e_lumo_ev": 0.833,
  "energy_ha": -285.3462,
  "orbital_gap_ev": 10.8,
  "elements": ["C", "C", "C", "O", "N", "C", "H", "H", "H", "H", "H"],
  "coordinates": [[-0.006, -1.433, -2.442], [-0.377, -1.119, -1.340], [-0.538, -0.725, 0.065], [-0.679, -1.533, 0.960], [-0.402, 0.628, 0.255], [0.347, 1.100, 1.406], [0.326, -1.724, -3.414], [-0.296, 1.170, -0.588], [0.041, 2.112, 1.676], [1.422, 1.101, 1.182], [0.162, 0.423, 2.239]]
}

***

Entry 3:
{
  "formula": "C7H11N3S2",
  "method": "ωB97M-V/def2-TZVPD",
  "e_lumo_ev": -0.400,
  "energy_ha": -1233.7930,
  "orbital_gap_ev": 6.5,
  "elements": ["C", "C", "C", "C", "C", "C", "C", "H", "H", "H", "H", "H", "H", "H", "H", "H", "H", "H", "N", "N", "N", "S", "S"],
  "coordinates": [[-2.147, -0.424, -1.368], [-3.254, -1.431, -1.113], [-2.811, -2.239, 0.122], [-1.484, -1.632, 0.480], [-1.128, -0.636, -0.344], [2.016, 1.708, -0.216], [4.685, 1.266, 2.003], [-4.197, -0.902, -0.957], [-3.390, -2.055, -2.001], [-3.519, -2.155, 0.955], [-2.708, -3.311, -0.091], [-0.895, -1.986, 1.320], [-0.222, -0.045, -0.297], [-1.221, 1.486, -1.358], [2.621, 2.222, -0.962], [2.259, 0.857, 1.646], [5.743, 1.496, 2.054], [4.216, 0.742, 2.843], [0.773, 1.442, -0.286], [2.736, 1.339, 0.893], [4.053, 1.624, 0.958], [-2.110, 0.682, -2.560], [-0.019, 1.952, -1.719]]
}

***

Entry 4:
{
  "formula": "C39H37ClN9O4SV",
  "method": "ωB97M-V/def2-TZVPD",
  "e_lumo_ev": [-2.908, -2.933],
  "charge": 1,
  "energy_ha": -4104.5220,
  "orbital_gap_ev": [5.8, 6.0],
  "spin_multiplicity": 2,
  "elements": ["V", "C", "C", "N", "N", "C", "N", "S", "C", "C", "C", "C", "C", "N", "H", "H", "H", "H", "H", "H", "H", "H", "H", "H", "C", "O", "C", "C", "C", "C", "C", "C", "C", "N", "C", "C", "N", "C", "C", "C", "C", "N", "C", "C", "N", "C", "C", "C", "C", "H", "H", "H", "H", "H", "H", "H", "H", "H", "H", "H", "H", "H", "H", "Cl", "C", "C", "C", "C", "C", "C", "C", "O", "O", "H", "H", "H", "H", "C", "N", "C", "C", "C", "O", "H", "H", "H", "H", "H", "H", "H", "H", "H"],
  "coordinates": [[-0.342, 0.431, -0.071], [0.258, 0.311, 4.213], [0.293, 0.630, 2.752], [-0.590, 0.177, 1.898], [-1.568, -0.683, 2.332], [-2.505, -1.101, 1.454], [-3.329, -2.064, 1.882], [-2.690, -0.421, -0.085], [1.340, 1.375, 2.101], [2.315, 2.113, 2.792], [3.296, 2.759, 2.086], [3.289, 2.675, 0.689], [2.284, 1.975, 0.073], [1.311, 1.338, 0.748], [0.441, -0.757, 4.373], [-0.706, 0.568, 4.659], [1.027, 0.842, 4.763], [-1.420, -1.161, 3.209], [-3.140, -2.604, 2.710], [-3.998, -2.435, 1.230], [2.294, 2.168, 3.870], [4.057, 3.330, 2.599], [4.046, 3.163, 0.092], [2.218, 1.907, -1.008], [-0.133, 8.981, -10.775], [-0.154, 9.344, -9.405], [-0.207, 8.356, -8.487], [-0.177, 6.997, -8.786], [-0.235, 6.070, -7.759], [-0.320, 6.472, -6.433], [-0.344, 7.839, -6.146], [-0.290, 8.774, -7.154], [-0.381, 5.453, -5.388], [-0.286, 4.158, -5.588], [-0.391, 3.595, -4.349], [-0.554, 4.559, -3.378], [-0.548, 5.755, -4.059], [-0.743, 4.260, -1.995], [-1.041, 5.180, -0.985], [-1.285, 4.721, 0.290], [-1.207, 3.355, 0.549], [-0.912, 2.467, -0.385], [-0.696, 2.894, -1.643], [-0.420, 1.878, -2.643], [-0.282, 0.608, -2.202], [-0.152, -0.365, -3.088], [-0.119, -0.127, -4.463], [-0.190, 1.164, -4.927], [-0.338, 2.205, -4.002], [-0.157, 9.914, -11.331], [-1.006, 8.379, -11.035], [0.781, 8.435, -11.022], [-0.106, 6.653, -9.806], [-0.212, 5.015, -7.990], [-0.397, 8.202, -5.128], [-0.306, 9.832, -6.941], [-0.662, 6.675, -3.674], [-1.096, 6.238, -1.201], [-1.530, 5.402, 1.092], [-1.374, 2.958, 1.544], [-0.042, -1.358, -2.670], [-0.012, -0.961, -5.140], [-0.133, 1.394, -5.981], [5.980, -3.200, -3.305], [4.543, -2.968, -2.355], [3.845, -1.775, -2.468], [2.708, -1.589, -1.704], [2.272, -2.573, -0.830], [2.983, -3.766, -0.737], [4.120, -3.975, -1.501], [1.081, -2.377, 0.069], [0.847, -3.142, 0.994], [0.334, -1.367, -0.219], [4.202, -1.010, -3.143], [2.169, -0.654, -1.766], [2.637, -4.522, -0.045], [4.677, -4.898, -1.438], [5.756, -0.095, 1.032], [5.245, -0.992, 2.048], [6.216, -1.666, 2.885], [3.921, -1.275, 2.091], [3.468, -2.323, 3.083], [3.111, -0.730, 1.350], [6.485, -0.610, 0.402], [6.242, 0.771, 1.489], [4.926, 0.239, 0.416], [7.139, -1.089, 2.875], [6.444, -2.673, 2.526], [5.877, -1.729, 3.918], [4.066, -3.231, 3.017], [2.432, -2.561, 2.856], [3.557, -1.951, 4.105]]
}